Entry 1:
6 unconnected molecules or ions with the total composition C42H98FN7O3 in a non-equilibrium geometry. Source: the Open Molecules 2025 dataset; level of theory: ωB97M-V with the def2-TZVPD basis set.

Values from the calculation:
DFT total energy ... -2367.72552 hartree
Gap between HOMO and LUMO ... 8.78 eV
SMILES string ... CCCN[C@H]1NC(=O)C[C@]1(F)COCCOCC.CCN(CC)CC.CCN(CC)CC.CCN(CC)CC.CCN(CC)CC.CCN(CC)CC
Highest occupied orbital energy ... -8.2 eV

Geometry as XYZ:
```
151
C42H98FN7O3, DFT ωB97M-V with the def2-TZVPD basis set
C 7.885 -0.773 -0.641
C 7.274 0.636 -1.109
C 8.016 1.925 -0.515
N 9.490 1.970 -0.753
C 10.254 1.586 0.454
N 11.301 0.509 0.339
C 11.923 0.472 1.699
O 12.698 -0.433 2.079
C 11.456 1.785 2.551
C 11.028 2.697 1.301
F 12.309 3.068 0.742
C 10.335 4.118 1.556
O 9.603 4.201 2.802
C 10.444 4.705 3.868
C 9.645 4.448 5.244
O 10.506 4.217 6.375
C 10.490 2.846 6.828
C 11.990 2.244 6.717
H 7.209 -1.328 0.109
H 8.010 -1.413 -1.591
H 8.914 -0.706 -0.148
H 7.317 0.699 -2.256
H 6.186 0.673 -0.733
H 7.559 2.837 -1.059
H 7.736 2.051 0.592
H 9.674 1.277 -1.503
H 9.560 1.129 1.259
H 12.035 0.791 -0.340
H 10.635 1.328 3.205
H 12.254 2.170 3.270
H 9.577 4.268 0.701
H 11.134 4.919 1.433
H 10.646 5.839 3.781
H 11.468 4.201 3.926
H 8.837 3.664 5.077
H 9.084 5.434 5.464
H 9.794 2.153 6.253
H 10.149 2.832 7.929
H 12.434 2.581 5.722
H 11.916 1.109 6.699
H 12.642 2.642 7.580
C 4.651 3.237 0.740
C 3.844 3.377 -0.546
N 2.872 2.308 -0.739
C 2.326 2.256 -2.093
C 1.501 3.452 -2.568
C 1.900 2.117 0.335
C 1.032 3.312 0.727
H 5.123 2.253 0.805
H 5.443 3.990 0.764
H 4.032 3.386 1.628
H 4.560 3.354 -1.374
H 3.373 4.368 -0.566
H 1.728 1.347 -2.211
H 3.164 2.130 -2.790
H 0.516 3.474 -2.101
H 1.339 3.379 -3.648
H 2.001 4.404 -2.379
H 2.440 1.785 1.228
H 1.246 1.273 0.089
H 1.613 4.228 0.854
H 0.540 3.106 1.683
H 0.243 3.497 -0.002
C -5.679 -0.373 -0.190
C -4.371 -0.463 -0.966
N -3.444 0.626 -0.676
C -2.345 0.722 -1.631
C -1.363 -0.447 -1.702
C -3.071 0.804 0.726
C -2.445 -0.387 1.450
H -6.155 0.602 -0.330
H -6.375 -1.138 -0.544
H -5.531 -0.538 0.880
H -4.632 -0.428 -2.030
H -3.915 -1.446 -0.788
H -1.783 1.644 -1.447
H -2.778 0.856 -2.630
H -0.697 -0.467 -0.838
H -0.730 -0.340 -2.588
H -1.869 -1.412 -1.778
H -3.966 1.104 1.281
H -2.399 1.665 0.816
H -2.996 -1.315 1.284
H -2.445 -0.199 2.528
H -1.406 -0.541 1.156
C -4.118 -4.778 -1.517
C -5.464 -4.304 -2.054
N -6.013 -5.166 -3.093
C -7.121 -4.558 -3.822
C -8.396 -4.243 -3.040
C -6.190 -6.571 -2.740
C -7.057 -6.896 -1.525
H -3.401 -4.930 -2.328
H -3.703 -4.027 -0.840
H -4.210 -5.710 -0.954
H -5.302 -3.306 -2.476
H -6.160 -4.179 -1.215
H -7.382 -5.187 -4.680
H -6.760 -3.622 -4.264
H -8.960 -5.147 -2.806
H -9.050 -3.609 -3.646
H -8.192 -3.706 -2.111
H -5.199 -7.007 -2.574
H -6.579 -7.116 -3.607
H -6.809 -6.281 -0.657
H -6.904 -7.940 -1.236
H -8.119 -6.780 -1.741
C -6.481 0.023 -9.362
C -5.683 -0.497 -8.172
N -5.672 0.416 -7.036
C -4.669 0.081 -6.030
C -4.822 -1.250 -5.295
C -6.977 0.809 -6.511
C -7.924 -0.301 -6.057
H -6.145 1.021 -9.656
H -6.346 -0.641 -10.219
H -7.552 0.065 -9.147
H -4.654 -0.639 -8.518
H -6.059 -1.491 -7.896
H -4.611 0.887 -5.291
H -3.688 0.083 -6.519
H -5.635 -1.219 -4.569
H -3.906 -1.467 -4.736
H -4.991 -2.086 -5.978
H -7.489 1.397 -7.280
H -6.838 1.515 -5.685
H -7.999 -1.111 -6.785
H -8.929 0.110 -5.925
H -7.626 -0.722 -5.097
C -4.179 -0.273 7.624
C -4.393 -0.759 6.195
N -4.960 -2.100 6.117
C -4.875 -2.690 4.784
C -5.652 -2.011 3.657
C -6.226 -2.307 6.813
C -7.402 -1.409 6.432
H -3.587 -0.989 8.200
H -3.638 0.677 7.615
H -5.125 -0.105 8.144
H -3.411 -0.764 5.710
H -5.004 -0.024 5.655
H -5.172 -3.742 4.833
H -3.817 -2.714 4.494
H -6.724 -2.192 3.741
H -5.335 -2.422 2.694
H -5.480 -0.932 3.623
H -6.047 -2.190 7.887
H -6.532 -3.353 6.706
H -7.126 -0.354 6.384
H -8.192 -1.503 7.184
H -7.841 -1.697 5.476
```

Entry 2:
14 unconnected molecules or ions with the total composition C42H99Cl6O32P5 in a non-equilibrium geometry. Source: the Open Molecules 2025 dataset; level of theory: ωB97M-V with the def2-TZVPD basis set.

Values from the calculation:
DFT total energy ... -8535.72260 hartree
Energy above the lowest of the compared OMol25 structures with the same formula, charge and spin ... 0.0 kJ/mol
Gap between HOMO and LUMO ... 10.04 eV
Highest occupied orbital energy ... -9.6 eV

Geometry as XYZ:
```
184
C42H99Cl6O32P5, DFT ωB97M-V with the def2-TZVPD basis set
C 0.514 -6.885 1.706
Cl 0.271 -5.377 0.850
Cl 2.126 -6.959 2.503
H -0.234 -7.024 2.480
H 0.491 -7.722 1.014
C -5.535 -0.360 -2.882
Cl -4.516 -0.628 -1.471
Cl -6.794 0.780 -2.554
H -4.979 0.136 -3.676
H -5.980 -1.308 -3.167
C 0.345 -1.482 5.567
Cl 0.636 -3.226 5.614
Cl -1.253 -0.970 6.182
H 1.162 -1.064 6.142
H 0.351 -1.155 4.532
C -4.629 -5.651 -2.021
O -3.970 -5.210 -3.201
P -2.420 -5.643 -3.424
O -1.679 -6.175 -2.275
O -2.568 -6.702 -4.626
C -3.395 -7.825 -4.564
O -1.864 -4.356 -4.142
C -0.469 -4.145 -4.331
H -3.959 -5.642 -1.162
H -5.104 -6.616 -2.218
H -5.531 -5.135 -1.681
H -4.433 -7.623 -4.845
H -3.618 -8.186 -3.553
H -3.001 -8.665 -5.130
H -0.129 -3.400 -3.608
H -0.450 -3.831 -5.372
H 0.166 -4.994 -4.072
C -0.764 1.278 0.174
O -0.234 0.232 -0.620
P -0.018 -1.277 -0.191
O 0.832 -1.894 -1.231
O 0.658 -1.141 1.268
C 1.939 -0.563 1.362
O -1.470 -1.906 0.088
C -1.971 -2.994 -0.658
H -1.438 1.933 -0.377
H 0.143 1.800 0.474
H -1.396 0.992 1.018
H 2.150 0.143 0.560
H 2.773 -1.273 1.364
H 2.048 -0.167 2.373
H -1.353 -3.050 -1.561
H -2.988 -2.829 -1.003
H -1.777 -3.994 -0.268
C 2.370 4.848 5.775
O 2.225 3.535 6.319
P 1.219 2.424 5.763
O 1.880 1.098 5.743
O 0.747 2.883 4.308
C 0.205 2.027 3.308
O -0.104 2.578 6.690
C -0.104 2.216 8.074
H 3.415 5.081 5.579
H 1.858 5.563 6.415
H 1.914 4.836 4.784
H -0.158 1.097 3.744
H 1.003 1.960 2.568
H -0.604 2.510 2.760
H -1.036 1.705 8.312
H -0.063 3.086 8.732
H 0.759 1.606 8.343
C -4.175 3.705 -1.062
O -3.897 5.083 -0.716
P -2.376 5.560 -0.861
O -1.299 4.676 -0.365
O -2.470 7.001 -0.112
C -2.870 7.185 1.241
O -2.124 5.885 -2.388
C -3.071 6.515 -3.243
H -4.206 3.108 -0.150
H -3.460 3.239 -1.739
H -5.183 3.711 -1.473
H -3.956 7.224 1.322
H -2.432 8.113 1.601
H -2.512 6.363 1.863
H -2.595 7.169 -3.972
H -3.692 7.187 -2.647
H -3.697 5.821 -3.803
C 2.784 -0.173 -2.951
O 3.136 0.823 -3.858
P 3.131 0.650 -5.448
O 1.837 0.930 -6.084
O 4.364 1.609 -5.877
C 5.712 1.227 -5.738
O 3.768 -0.805 -5.722
C 4.008 -1.411 -6.990
H 1.733 -0.124 -2.662
H 3.432 -0.092 -2.077
H 2.912 -1.162 -3.400
H 6.389 1.900 -5.216
H 6.121 1.129 -6.749
H 5.813 0.210 -5.356
H 3.720 -2.454 -6.890
H 5.050 -1.306 -7.297
H 3.448 -0.844 -7.735
O 3.817 5.185 -4.597
C 3.051 5.656 -3.795
O 2.547 5.057 -2.710
C 2.367 3.633 -2.577
C 2.121 3.414 -1.111
C 2.754 7.131 -3.766
H 3.226 3.142 -3.035
H 1.508 3.355 -3.192
H 1.560 2.492 -0.959
H 1.550 4.291 -0.811
H 3.043 3.253 -0.553
H 3.165 7.765 -2.981
H 1.687 7.330 -3.869
H 3.204 7.618 -4.634
O 6.691 -3.359 0.866
C 6.772 -4.228 1.748
O 5.812 -4.658 2.536
C 4.441 -4.217 2.427
C 3.841 -4.424 3.796
C 8.106 -4.883 1.946
H 4.063 -4.802 1.586
H 4.337 -3.199 2.050
H 2.768 -4.243 3.850
H 4.405 -3.895 4.565
H 3.879 -5.447 4.178
H 8.875 -4.147 2.164
H 8.430 -5.525 1.127
H 8.012 -5.635 2.733
O 4.001 1.780 1.352
C 4.729 1.935 2.297
O 6.007 1.555 2.388
C 6.684 0.996 1.295
C 6.834 -0.492 1.252
C 4.214 2.521 3.592
H 7.693 1.381 1.493
H 6.463 1.442 0.324
H 7.475 -0.869 2.049
H 7.372 -0.814 0.362
H 5.798 -0.833 1.298
H 4.972 2.579 4.371
H 3.424 1.905 4.022
H 3.795 3.495 3.342
O -3.758 1.825 1.788
C -4.525 1.006 2.250
O -4.628 0.627 3.498
C -3.672 0.925 4.479
C -4.293 1.142 5.842
C -5.625 0.427 1.378
H -3.027 1.763 4.208
H -3.045 0.030 4.422
H -4.916 0.357 6.262
H -4.736 2.136 5.765
H -3.451 1.274 6.527
H -6.674 0.414 1.681
H -5.517 -0.623 1.104
H -5.634 1.018 0.465
O -5.685 -2.907 2.323
C -5.632 -4.103 2.484
O -4.532 -4.864 2.668
C -3.236 -4.321 2.380
C -2.420 -3.887 3.549
C -6.821 -5.024 2.571
H -3.320 -3.443 1.732
H -2.787 -5.048 1.703
H -2.869 -3.298 4.349
H -1.536 -3.393 3.147
H -2.136 -4.787 4.104
H -6.609 -6.090 2.620
H -7.448 -4.922 1.682
H -7.477 -4.770 3.403
O -3.253 1.649 -4.694
C -2.068 1.726 -4.389
O -1.207 2.510 -4.975
C -1.468 2.954 -6.336
C -2.080 4.368 -6.302
C -1.556 1.014 -3.157
H -2.144 2.286 -6.869
H -0.545 2.920 -6.909
H -3.078 4.522 -5.898
H -1.937 4.855 -7.267
H -1.450 4.963 -5.634
H -0.978 1.699 -2.535
H -0.932 0.159 -3.416
H -2.343 0.716 -2.470
```